<w>
Density functional theory data (ωB97M-V with the def2-TZVPD basis set) for C3H5NO2S2 in the gas phase.

XYZ file:
```
13
Properties=species:S:1:pos:R:3:lowdin_charge:R:1
S 1.473 2.385 0.328 0.526
S 2.882 0.347 0.166 0.790
O 2.619 -2.570 0.595 0.122
O 3.146 0.276 -1.266 -0.603
N 0.698 -1.364 0.042 0.024
C 1.959 -1.631 0.323 -0.492
C 0.144 -0.076 -0.414 -0.264
C 0.136 1.111 0.581 -0.588
H -0.801 1.649 0.466 0.053
H 0.221 0.765 1.610 0.060
H -0.892 -0.297 -0.674 0.121
H 0.070 -2.151 -0.096 0.156
H 0.664 0.242 -1.323 0.097
```

Orbital gap (alpha / beta): 0.2707 / 0.2710 Ha
HOMO energy (alpha / beta): -8.608 / -8.618 eV
Lowest unoccupied orbital energy (alpha / beta): -1.2 / -1.2 eV



<x>
Density functional theory data (ωB97M-V with the def2-TZVPD basis set) for C3H5NO2S2 in the gas phase.

XYZ file:
```
13
Properties=species:S:1:pos:R:3:lowdin_charge:R:1
S -3.286 -0.778 -0.110 0.668
S 3.093 -0.379 -0.603 0.616
O -1.403 1.113 0.054 -0.110
O 0.826 1.076 0.757 -0.099
N 0.816 -0.306 0.913 -0.067
C 1.974 -0.996 0.472 -0.628
C -0.017 1.450 -0.287 -0.188
C -1.870 -0.037 -0.441 -0.765
H 0.225 1.101 -1.332 0.145
H -0.032 2.568 -0.325 0.155
H 1.979 -1.984 1.047 0.096
H -1.145 -0.478 -1.098 0.055
H 0.449 -0.559 1.786 0.124
```

Orbital gap: 0.3251 Ha
HOMO energy: -9.052 eV
Lowest unoccupied orbital energy: -0.2 eV



<y>
Density functional theory data (ωB97M-V with the def2-TZVPD basis set) for C3H5NO2S2 in the gas phase.

XYZ file:
```
13
Properties=species:S:1:pos:R:3:lowdin_charge:R:1
S 0.488 -0.136 -1.646 0.885
S -0.937 -2.893 -2.400 0.630
O -0.533 -0.600 0.730 -0.141
O -0.769 2.322 0.630 -0.123
N -0.666 -1.630 -0.043 -0.188
C 0.583 1.562 0.786 -0.132
C 0.544 0.075 0.169 -0.618
C -0.457 -1.761 -1.383 -1.135
H -1.035 -2.504 0.789 0.303
H 1.528 -0.645 0.380 0.159
H -0.901 2.747 -0.256 0.088
H 0.657 1.425 1.954 0.149
H 1.498 2.039 0.290 0.123
```

Orbital gap: 0.3270 Ha
HOMO energy: -8.750 eV
Lowest unoccupied orbital energy: 0.1 eV



Which structure is the least stable? The one labeled <y>.



<w>
Density functional theory data (ωB97M-V with the def2-TZVPD basis set) for C5H9ClFISi in the gas phase.

XYZ file:
```
18
Properties=species:S:1:pos:R:3:lowdin_charge:R:1
I 2.267 0.258 2.505 0.840
Cl -0.696 3.086 0.157 0.692
Si -0.090 -0.188 -0.289 0.492
F 0.923 3.020 2.122 -0.050
C 0.377 2.197 1.230 -0.894
C 0.812 0.960 1.115 -0.732
C 0.891 0.174 -1.853 -0.187
C 0.216 -1.984 0.189 -0.230
C -1.943 -0.209 0.015 -0.212
H 0.977 -0.738 -2.478 0.038
H -0.373 -2.397 0.997 0.018
H 1.273 -2.250 0.605 0.046
H 0.521 1.076 -2.426 0.044
H 1.878 0.530 -1.564 0.026
H -2.486 -0.721 -0.853 0.059
H -2.216 -0.935 0.790 0.024
H -2.360 0.789 0.341 0.018
H 0.030 -2.668 -0.601 0.007
```

Orbital gap: 0.3410 Ha
HOMO energy: -9.096 eV
Lowest unoccupied orbital energy: 0.2 eV



<x>
Density functional theory data (ωB97M-V with the def2-TZVPD basis set) for 2 unconnected molecules or ions with the total composition C5H9ClFISi.

XYZ file:
```
18
Properties=species:S:1:pos:R:3:lowdin_charge:R:1
I -2.637 2.377 1.310 0.942
Cl -0.808 -1.709 -1.001 0.429
Si 0.546 -0.325 -0.387 0.170
F -3.188 -1.831 0.397 0.035
C 0.061 1.275 -1.318 -0.237
C 2.330 -1.029 -0.767 -0.187
C -2.578 0.479 0.661 -0.724
C 0.468 -0.056 1.539 -0.179
C -3.195 -0.566 0.690 -0.277
H 2.306 -1.796 -0.049 -0.006
H 1.195 -0.643 1.975 -0.010
H -0.702 1.784 -0.558 -0.036
H 0.698 0.943 1.807 0.014
H -0.540 -0.363 1.817 0.003
H 0.831 2.041 -1.545 0.028
H 3.075 -0.361 -0.471 -0.001
H 2.499 -1.264 -1.800 0.020
H -0.363 1.047 -2.299 0.014
```

Orbital gap: 0.3440 Ha
HOMO energy: -9.621 eV
Lowest unoccupied orbital energy: -0.3 eV



Which structure is the least stable? The one labeled <x>.



<w>
Density functional theory data (ωB97M-V with the def2-TZVPD basis set) for 2 unconnected molecules or ions with the total composition C6H10O.

XYZ file:
```
17
Properties=species:S:1:pos:R:3:lowdin_charge:R:1
O -0.797 1.451 1.646 -0.071
C 0.043 -0.803 -0.146 -0.306
C -0.321 -2.219 0.208 -0.051
C -0.107 1.262 -1.178 -0.115
C -0.638 0.021 -1.154 -0.058
C 0.977 -0.030 0.445 -0.077
C 1.117 1.264 -0.295 -0.194
H 1.321 2.153 0.308 0.121
H -0.410 2.083 -1.817 0.106
H -1.026 -2.647 -0.512 0.073
H -1.459 -0.334 -1.771 0.110
H -1.153 0.571 1.810 0.044
H 0.566 -2.863 0.229 0.078
H -0.837 1.521 0.671 0.004
H -0.786 -2.281 1.199 0.076
H 1.966 1.120 -0.982 0.134
H 1.544 -0.270 1.338 0.123
```

Orbital gap: 0.3436 Ha
HOMO energy: -8.442 eV
Lowest unoccupied orbital energy: 0.9 eV



<x>
Density functional theory data (ωB97M-V with the def2-TZVPD basis set) for 2 unconnected molecules or ions with the total composition C6H10O.

XYZ file:
```
17
Properties=species:S:1:pos:R:3:lowdin_charge:R:1
O -1.073 1.434 0.683 -0.073
C -1.614 0.428 -0.130 -0.261
C 0.683 -0.094 0.132 -0.372
C 1.900 -0.607 0.048 0.008
C 0.340 1.252 0.744 -0.129
C -1.015 0.295 -1.489 -0.027
C -0.590 -0.632 -0.351 -0.223
H 0.829 2.052 0.169 0.133
H 2.666 -0.225 0.715 0.065
H 2.233 -1.279 -0.744 0.072
H -1.468 -0.282 -2.276 0.102
H -0.145 -1.663 1.714 0.083
H 0.529 -1.905 1.488 0.075
H -2.670 0.249 0.043 0.153
H -0.830 -1.689 -0.409 0.136
H -0.372 1.114 -1.816 0.124
H 0.682 1.302 1.780 0.132
```

Orbital gap: 0.3576 Ha
HOMO energy: -8.669 eV
Lowest unoccupied orbital energy: 1.1 eV



Which structure is the least stable? The one labeled <x>.



<w>
Density functional theory data (ωB97M-V with the def2-TZVPD basis set) for C6H10O in the gas phase.

XYZ file:
```
17
Properties=species:S:1:pos:R:3:lowdin_charge:R:1
O -0.472 2.185 -0.050 0.037
C 1.517 -0.598 -1.015 -0.112
C 0.429 -1.110 -0.119 -0.275
C -1.295 1.305 0.073 -0.299
C -1.241 0.282 1.184 -0.152
C 0.091 -0.479 -1.451 -0.134
C 0.113 -0.434 1.212 -0.164
H -1.393 0.847 2.110 0.122
H 1.970 0.341 -0.700 0.109
H 2.169 -1.278 -1.547 0.096
H -0.227 0.548 -1.519 0.067
H -2.059 -0.438 1.075 0.115
H 0.105 -1.184 2.014 0.112
H 0.309 -2.192 -0.114 0.132
H 0.894 0.289 1.469 0.115
H -2.131 1.200 -0.653 0.128
H -0.320 -1.117 -2.224 0.105
```

Orbital gap: 0.3991 Ha
HOMO energy: -9.757 eV
Lowest unoccupied orbital energy: 1.1 eV



<x>
Density functional theory data (ωB97M-V with the def2-TZVPD basis set) for a molecular structure, C6H10O.

XYZ file:
```
17
Properties=species:S:1:pos:R:3:lowdin_charge:R:1
O -0.148 -0.908 -1.264 -0.089
C -0.146 0.913 0.436 -0.302
C -0.961 -1.037 0.845 -0.042
C 0.469 -0.382 0.874 -0.294
C -1.013 -0.071 -0.329 -0.238
C 0.690 2.048 -0.190 -0.037
C 0.969 -0.853 -0.362 -0.261
H 1.764 -0.162 -0.679 0.113
H -0.055 2.824 -0.404 0.070
H 1.429 -1.963 -0.313 0.172
H -0.846 1.266 1.151 0.128
H 1.237 2.457 0.683 0.089
H 1.298 -0.234 1.659 0.179
H -1.791 -0.658 1.663 0.169
H 1.144 1.918 -1.211 0.099
H -2.011 0.169 -0.801 0.162
H -1.024 -2.060 0.715 0.082
```

Orbital gap: 0.3796 Ha
HOMO energy: -9.348 eV
Lowest unoccupied orbital energy: 1.0 eV



Which structure is the least stable? The one labeled <x>.